Computed, not measured: a single C2HN3O2 molecule, with wB97M-V/def2-TZVPD.

Results
- Energy relative to the best compared isomer or geometry (same formula, charge and spin): 171.9 kcal per mole
- Multiplicity: 1
- Frontier orbital gap: 7.60 eV

XYZ file:
```
8
Properties=species:S:1:pos:R:3:forces:R:3
C -1.1097 -1.2073 -0.7968 0.1 -1.6 0.5
C 0.6864 -1.5639 -0.3383 0.8 -0.1 -0.2
N -1.2120 0.0439 -1.0147 -0.2 1.6 -2.8
N -1.1442 1.0646 -1.5068 0.0 -0.4 1.3
N 0.0627 -1.9797 -1.4149 0.5 1.3 1.6
O -0.0699 -3.1379 -1.9270 -0.3 -0.3 -0.6
O 1.4218 -1.0145 0.3837 -0.2 -0.4 -0.4
H -1.8339 -1.8066 -0.3151 -0.7 -0.1 0.6
```
Forces are in eV/Å.